C23H60BN6O19 | ωB97M-V/def2-TZVPD

The geometry in XYZ format:
```
109
Properties=species:S:1:pos:R:3:forces:R:3
O -2.8486 2.6894 -3.0273 1.38 -1.31 1.30
C -2.0902 1.9498 -2.3306 -0.04 -0.13 -1.24
O -1.4980 2.3616 -1.1828 -0.27 -0.43 -0.51
B -0.6191 1.2523 -0.7012 -1.77 1.42 -0.43
O -0.8667 0.1675 -1.6284 2.19 -2.40 1.72
C -1.5456 0.5044 -2.6471 -3.30 4.14 -1.51
O -1.8568 -0.1188 -3.6487 0.17 -0.88 -0.12
O -0.9599 0.8764 0.6647 -0.84 -0.51 0.85
C 0.1268 0.8198 1.3932 3.44 -0.09 -2.45
O 0.3877 0.1836 2.4195 -1.01 0.49 0.62
C 1.3024 1.3310 0.4429 -2.45 -0.46 1.59
O 0.7371 1.6978 -0.7129 1.74 -0.02 0.28
O 2.4710 1.3800 0.7521 0.78 0.34 -0.26
C 4.0264 -0.2240 -1.9786 0.52 0.61 0.65
O 4.4668 0.3097 -0.6909 0.04 -0.81 -1.71
H 4.3857 0.3828 -2.8097 0.32 0.14 0.03
H 4.4258 -1.2311 -2.0982 -0.27 -0.06 0.09
H 2.9412 -0.1688 -2.0653 -0.06 -0.41 0.22
H 3.7040 0.8141 -0.3987 -0.35 0.58 0.88
C -3.1721 -3.0464 -2.6055 0.01 -0.49 -0.20
O -3.5883 -3.9842 -3.5946 -0.41 -0.65 -0.12
H -2.0880 -3.1431 -2.5466 0.15 0.95 0.02
H -3.5947 -2.0977 -2.9364 0.62 0.11 0.39
H -3.5404 -3.3294 -1.6195 -0.36 0.20 0.12
H -3.4589 -4.8506 -3.2020 -0.04 -0.14 -0.20
C 4.0752 -2.1065 1.7185 -0.72 0.74 -0.14
O 5.2665 -1.6801 1.1865 2.45 0.49 -0.49
H 3.3338 -1.3446 1.4779 -0.67 -0.31 -0.01
H 3.8693 -3.0475 1.2082 -0.71 -0.36 0.80
H 4.1711 -2.0779 2.8039 -0.34 -0.85 0.19
H 5.1176 -0.8833 0.6721 -0.09 0.30 -0.43
C 1.0588 -2.2969 -3.3816 -0.34 0.47 1.80
O 1.0032 -1.5924 -4.5817 -0.03 -0.55 -1.01
H 1.2341 -1.5371 -2.6200 0.26 -0.23 0.18
H 0.0913 -2.7118 -3.0987 -0.15 -0.12 -0.22
H 1.8134 -3.0809 -3.3177 0.24 0.01 -0.27
H 0.4991 -2.1506 -5.1783 -0.10 0.33 -0.37
C -2.0454 6.0570 -3.0059 -2.48 3.99 -2.64
O -2.0315 7.1854 -3.5611 1.12 -0.14 0.60
N -1.0203 5.3341 -2.7264 3.62 -1.07 0.69
N -3.2070 5.5143 -2.7669 -2.76 -1.77 1.21
H -0.1514 5.8416 -2.8130 0.05 -0.68 0.10
H -1.1057 4.4038 -2.3425 0.28 0.06 0.13
H -3.1911 4.5301 -2.5406 -0.54 -0.42 -0.05
H -4.0780 5.9555 -3.0252 0.66 0.01 -0.08
C -2.5736 1.8076 4.1570 -0.31 -1.12 -3.39
O -3.1867 1.5226 3.1344 -0.86 0.17 0.62
N -1.2736 1.8215 4.1852 4.21 0.31 0.24
N -3.0762 2.1010 5.3284 -2.35 0.67 1.87
H -0.7261 1.4419 3.4261 -0.09 -0.14 -0.13
H -0.8048 1.9960 5.0626 0.12 -0.11 -0.40
H -4.0732 1.9420 5.3004 0.13 0.33 1.20
H -2.4219 2.2469 6.0839 -1.14 -0.12 0.27
C -6.1103 0.3673 -3.7646 2.19 -1.56 -0.47
O -6.1654 -0.5932 -3.0533 -0.43 -1.77 1.80
N -5.0209 0.8663 -4.3204 2.33 0.82 -0.50
N -7.1182 0.9667 -4.3141 -5.32 2.15 -1.18
H -4.1088 0.4997 -4.0886 0.28 0.56 0.20
H -5.1827 1.8173 -4.6196 1.47 -0.17 0.06
H -6.9462 1.6925 -4.9952 -0.58 -0.43 0.17
H -8.0529 0.6179 -4.1569 0.28 0.30 -0.01
C 1.1869 -3.1201 6.4354 0.09 -0.76 0.20
C 1.9349 -2.7520 5.1601 -0.58 -1.91 0.36
C 0.9341 -2.4912 4.0986 -0.92 1.61 -1.04
O 2.7917 -1.7279 5.4733 1.15 0.54 -0.38
H 1.9600 -3.4991 7.1038 -0.34 -0.10 0.43
H 0.4140 -3.8646 6.2441 0.21 -0.43 0.07
H 0.6453 -2.3062 6.9174 0.35 0.44 -0.22
H 2.5335 -3.5983 4.8233 0.23 -0.40 0.31
H 0.0764 -3.1624 4.1420 -0.09 0.03 0.36
H 1.1972 -2.4289 3.0426 0.79 -0.18 0.14
H 0.5926 -1.4750 4.2952 -0.73 -0.05 -0.11
H 2.3940 -0.9324 5.1118 0.02 0.83 0.18
C 1.8303 2.4766 -4.4398 0.28 -1.39 -1.47
C 1.2804 1.4188 -5.5247 0.24 1.79 -0.07
C 0.9412 2.1584 -6.8360 -1.54 -0.11 0.85
O 2.2459 0.4597 -5.8934 0.90 0.05 0.29
H 1.2735 3.4107 -4.3649 -0.32 -0.28 -0.04
H 2.7873 2.7002 -4.9113 0.27 0.36 0.14
H 2.0727 2.0845 -3.4521 -0.41 -0.21 -0.01
H 0.4420 0.7837 -5.2386 -0.58 0.90 0.52
H 0.4863 1.3733 -7.4400 0.45 0.21 -0.69
H 1.7030 2.7654 -7.3251 0.49 -0.63 0.09
H 0.1267 2.8645 -6.6745 -0.18 0.11 0.28
H 1.9587 -0.3062 -5.3910 0.42 -0.65 0.11
C 1.8767 2.8723 5.9506 1.12 -0.90 0.10
C 2.3667 1.7490 5.0103 0.45 0.06 0.87
C 3.8724 1.2490 5.3247 -1.14 1.29 -1.60
O 1.5545 0.6245 5.2675 -0.33 -0.92 0.67
H 0.8268 3.1342 5.8190 0.18 0.22 -0.36
H 2.5670 3.7112 5.8622 -0.36 0.32 0.06
H 1.9699 2.4388 6.9463 0.02 0.23 0.26
H 2.1626 2.0384 3.9794 0.82 0.04 -0.24
H 4.2261 0.7660 4.4139 -0.22 -0.69 0.18
H 3.9689 0.6096 6.2022 -0.36 0.04 -0.16
H 4.5920 2.0665 5.3701 -0.28 0.43 0.47
H 0.7727 0.5625 4.7139 0.06 0.24 -0.64
C -0.5471 -2.7595 0.6194 -1.00 -0.02 0.19
C -0.8041 -4.2226 1.1174 -1.78 2.66 0.47
C -1.3387 -5.1449 0.0977 0.61 -1.11 -2.24
O 0.2907 -4.6266 1.8081 2.63 -1.99 0.68
H -1.3128 -2.3878 -0.0614 -0.10 -0.18 -0.18
H 0.4182 -2.5794 0.1463 0.14 -0.66 -0.14
H -0.5691 -2.0353 1.4337 -0.02 -0.18 0.35
H -1.6377 -4.2915 1.8162 -0.30 1.05 0.51
H -1.1153 -6.1992 0.2612 -0.16 -0.06 0.61
H -0.8999 -4.9808 -0.8864 0.08 0.25 -0.27
H -2.4140 -5.0111 -0.0204 0.03 0.00 0.07
H 0.2560 -4.3674 2.7318 -0.10 0.16 -0.29
```
Positions in Å, forces in eV/Å.

<S²>	0.76
spin multiplicity	2
charge	-2
Kohn-Sham gap (spin up / spin down)	2.6 / 8.2	eV
calculated total energy	-2695.50230	Ha